## one
Computed, not measured: 7 unconnected molecules or ions with the total composition H16NO6, with wB97M-V/def2-TZVPD.

```
! wB97M-V def2-TZVPD RIJCOSX def2/J DEFGRID3
* xyz 1 1
N 0.035 -0.567 0.097
H -0.218 -1.470 0.550
H 0.881 -0.769 -0.444
H -0.816 -0.354 -0.436
H 0.128 0.207 0.774
H 0.800 -4.150 1.019
H 0.807 -3.646 2.357
O 0.511 -3.350 1.484
H -3.090 -0.850 -1.536
H -3.140 -1.795 -0.384
O -2.663 -1.005 -0.663
H 3.218 0.709 -2.048
H 2.548 -0.408 -2.751
O 2.425 0.133 -1.955
H 0.888 2.273 1.710
H -0.218 1.419 2.593
O 0.161 1.647 1.737
H -3.248 -0.017 -3.897
H -4.323 -0.884 -3.558
O -3.451 -0.635 -3.164
H 3.691 4.516 2.683
H 2.298 4.763 3.240
O 2.776 4.230 2.592
*
```

Results
HOMO energy = -14.110 eV
LUMO = -0.090 Eh

=====

## two
Computed, not measured: 7 unconnected molecules or ions with the total composition H16NO6, with wB97M-V/def2-TZVPD.

```
! wB97M-V def2-TZVPD RIJCOSX def2/J DEFGRID3
* xyz 1 1
N 0.647 0.553 -0.300
H 0.418 1.233 -0.979
H 0.976 -0.168 -0.830
H -0.187 0.596 0.144
H 1.177 0.984 0.235
O -1.544 -1.138 -1.510
H -1.247 -1.901 -0.931
H -1.811 -1.559 -2.288
O -0.509 0.831 2.695
H -1.159 0.427 3.469
H 0.463 0.432 2.988
O 2.518 -0.571 2.121
H 3.366 -0.445 1.712
H 2.573 -1.385 2.427
O -1.922 2.685 -0.504
H -2.102 2.185 -1.306
H -2.194 3.659 -0.816
O 0.758 -0.174 -3.272
H 0.061 -0.694 -3.562
H 0.494 0.810 -3.591
O -0.437 -1.898 1.165
H -0.850 -2.640 1.393
H 0.512 -1.823 1.541
*
```

Results
HOMO energy = -14.250 eV
LUMO = -0.116 Eh

=====

Short version: two is the least stable of them.

=====

## one
Computed, not measured: a gas-phase ion, C4H6N3 (charge +1), with wB97M-V/def2-TZVPD.

```
! wB97M-V def2-TZVPD RIJCOSX def2/J DEFGRID3
* xyz 1 1
C -1.346 1.624 -0.011
C 0.432 -0.166 -0.010
C 2.776 0.520 0.007
C -1.967 -0.647 -0.064
N -2.134 0.733 -0.042
N 1.614 0.060 -0.168
N -0.526 -1.027 -0.009
H -1.172 2.670 0.014
H 3.382 0.715 -0.865
H 3.180 0.670 0.998
H -2.505 -1.088 0.785
H -2.411 -1.036 -0.991
H -0.389 -2.026 0.081
*
```

Results
HOMO energy (alpha / beta) = -12.828 / -12.826 eV
LUMO (alpha / beta) = -0.191 / -0.191 Eh

=====

## two
Computed, not measured: a gas-phase ion, C4H6N3 (charge +1), with wB97M-V/def2-TZVPD.

```
! wB97M-V def2-TZVPD RIJCOSX def2/J DEFGRID3
* xyz 1 1
C 2.675 -0.051 -0.069
C 0.964 -0.054 -0.014
C -1.183 0.814 -0.015
C -1.210 -0.774 0.002
N 3.797 0.150 -0.027
N 0.250 1.056 -0.007
N 0.219 -1.121 0.016
H -1.741 1.298 -0.816
H -1.666 1.151 0.927
H -1.554 -1.303 0.795
H -1.715 -1.063 -0.865
H 0.619 1.895 0.227
H 0.545 -1.998 -0.156
*
```

Results
HOMO energy = -15.638 eV
LUMO = -0.176 Eh
SMILES = N#CC1=[NH+]CCN1

=====

## three
Computed, not measured: a gas-phase ion, C4H6N3 (charge +1), with wB97M-V/def2-TZVPD.

```
! wB97M-V def2-TZVPD RIJCOSX def2/J DEFGRID3
* xyz 1 1
C -1.450 1.125 -0.167
C -0.775 -0.164 -0.204
C 1.749 -0.057 0.581
C 0.875 -0.532 -0.527
N -2.722 0.821 0.075
N -1.756 -1.073 -0.046
N -2.743 -0.441 0.290
H -0.980 2.065 -0.322
H 2.208 0.824 0.241
H 1.221 0.066 1.608
H 2.654 -0.772 0.666
H 0.961 -0.300 -1.517
H 0.760 -1.561 -0.677
*
```

Results
HOMO energy (alpha / beta) = -16.673 / -16.752 eV
LUMO (alpha / beta) = -0.354 / -0.358 Eh
SMILES = CCC1=NN=[N+]=C1

=====

Short version: three is the least stable of them.

=====

## one
Computed, not measured: a molecular structure, C25H31CuGeIN5O3, with wB97M-V/def2-TZVPD.

```
! wB97M-V def2-TZVPD RIJCOSX def2/J DEFGRID3
* xyz 1 2
Cu 0.228 1.156 1.894
C -4.147 0.972 3.170
C -3.274 -0.173 3.576
N -3.764 -1.124 4.321
C -2.980 -2.160 4.699
C -1.674 -2.293 4.331
C -0.893 -3.507 4.769
O 0.321 -3.186 5.436
C -1.099 -1.273 3.515
C 0.245 -1.432 3.059
N 0.914 -0.625 2.290
C 2.189 -1.040 1.812
C 2.481 -2.383 1.575
C 3.728 -2.766 1.111
C 4.704 -1.818 0.848
C 4.422 -0.474 1.035
C 3.173 -0.105 1.504
I 2.737 1.929 1.722
C -1.904 -0.185 3.143
O -1.501 0.830 2.433
H -5.144 0.824 3.575
H -4.206 1.046 2.082
H -3.741 1.917 3.536
H -3.457 -2.907 5.323
H -0.603 -4.110 3.906
H -1.535 -4.134 5.391
H 0.113 -2.801 6.294
H 0.755 -2.327 3.398
H 1.717 -3.133 1.730
H 3.930 -3.815 0.940
H 5.677 -2.115 0.483
H 5.168 0.278 0.815
C 0.318 4.488 -3.545
C 0.492 2.979 -3.440
C 1.581 2.583 -2.451
C 1.739 1.067 -2.302
Ge 0.159 0.188 -1.573
C -1.349 -0.236 -2.719
C -0.853 -0.753 -4.072
C 0.036 -1.985 -3.947
C 0.522 -2.501 -5.294
H -0.459 4.751 -4.262
H 1.245 4.966 -3.866
H 0.041 4.919 -2.580
H 0.738 2.563 -4.422
H -0.463 2.525 -3.149
H 1.373 3.033 -1.474
H 2.534 3.007 -2.780
H 2.571 0.816 -1.639
H 1.962 0.614 -3.272
H 0.521 -0.889 -0.538
H -1.960 0.660 -2.830
H -1.957 -0.988 -2.212
H -0.307 0.040 -4.594
H -1.714 -0.992 -4.702
H -0.512 -2.772 -3.419
H 0.910 -1.754 -3.319
H -0.321 -2.776 -5.928
H 1.155 -3.381 -5.181
H 1.098 -1.738 -5.821
O -0.451 1.483 -0.289
N -1.499 2.202 -0.710
C -1.793 3.189 0.061
C -0.990 3.425 1.231
N -0.251 3.458 2.112
C -2.904 4.032 -0.265
N -3.794 4.707 -0.525
*
```

Results
<S²> = 0.7539
HOMO energy (alpha / beta) = -11.223 / -11.168 eV
LUMO (alpha / beta) = -0.139 / -0.182 Eh

=====

## two
Computed, not measured: a molecular structure, C25H31CuGeIN5O3, with wB97M-V/def2-TZVPD.

```
! wB97M-V def2-TZVPD RIJCOSX def2/J DEFGRID3
* xyz 1 2
Cu -0.437 -0.483 0.566
C 2.600 0.321 3.838
C 1.715 1.456 3.431
N 1.895 2.630 3.976
C 1.094 3.656 3.627
C 0.064 3.554 2.733
C -0.751 4.776 2.388
O -2.148 4.603 2.601
C -0.165 2.288 2.122
C -1.252 2.155 1.191
N -1.486 1.135 0.434
C -2.582 1.148 -0.470
C -3.031 2.325 -1.066
C -4.089 2.303 -1.958
C -4.709 1.108 -2.288
C -4.260 -0.079 -1.729
C -3.204 -0.044 -0.835
I -2.529 -1.868 -0.041
C 0.682 1.226 2.470
O 0.585 0.013 1.983
H 3.373 0.693 4.503
H 3.062 -0.152 2.970
H 2.024 -0.454 4.347
H 1.316 4.604 4.101
H -0.644 5.025 1.329
H -0.369 5.628 2.954
H -2.316 4.576 3.549
H -1.946 2.990 1.150
H -2.535 3.259 -0.846
H -4.422 3.228 -2.407
H -5.532 1.091 -2.988
H -4.731 -1.017 -1.987
C 2.201 -4.552 -2.641
C 1.664 -3.221 -3.145
C 0.244 -2.952 -2.663
C -0.403 -1.708 -3.281
Ge 0.526 -0.039 -2.922
C 2.220 0.335 -3.789
C 2.128 0.121 -5.303
C 1.006 0.919 -5.957
C 0.943 0.703 -7.462
H 3.230 -4.712 -2.960
H 1.601 -5.384 -3.014
H 2.187 -4.588 -1.550
H 1.684 -3.198 -4.239
H 2.327 -2.421 -2.800
H 0.255 -2.867 -1.572
H -0.380 -3.821 -2.893
H -1.432 -1.580 -2.938
H -0.453 -1.813 -4.369
H -0.402 1.179 -2.803
H 2.985 -0.312 -3.356
H 2.488 1.368 -3.556
H 1.987 -0.943 -5.516
H 3.081 0.397 -5.761
H 1.139 1.982 -5.735
H 0.038 0.638 -5.517
H 1.868 1.029 -7.937
H 0.123 1.260 -7.913
H 0.803 -0.352 -7.700
O 0.991 -0.312 -1.091
N 1.724 0.777 -0.651
C 2.811 0.417 -0.087
C 3.193 -0.966 0.048
N 3.485 -2.071 0.137
C 3.645 1.446 0.468
N 4.308 2.262 0.926
*
```

Results
<S²> = 0.7546
HOMO energy (alpha / beta) = -11.390 / -11.317 eV
LUMO (alpha / beta) = -0.139 / -0.199 Eh

=====

Short version: two is the least stable of them.